ORCA calculation (ωB97M-V/def2-TZVPD) on an isolated molecule of C4H3N3O at a distorted geometry.

The geometry in XYZ format:
```
11
Properties=species:S:1:pos:R:3:forces:R:3
O -2.788056 -0.553354 0.689291 5.72 5.78 -5.23
N 1.680763 -1.420585 -0.021760 -0.33 1.35 2.41
N 2.423715 -0.335026 0.587916 -2.17 -0.57 -2.85
N 1.954280 0.851071 0.423829 -2.75 -0.56 0.24
C -0.325821 -0.023119 -0.302740 -0.14 2.99 3.65
C 0.571072 1.080848 0.000306 1.93 -0.85 -2.32
C -1.966303 0.263558 -0.021253 -1.59 -2.58 2.53
C 0.372733 -1.233082 -0.152910 -1.78 -3.14 -1.46
H 0.561246 2.149678 -0.405695 -0.86 -1.49 1.19
H -2.125979 1.442742 -0.457876 -0.49 -3.34 1.46
H -0.357648 -2.222734 -0.339103 2.46 2.41 0.37
```
Positions in Å, forces in eV/Å.

Output
Frontier orbital gap (eV): 8.7
SMILES: O=Cc1cnnnc1
Total energy (a.u.): -393.5121
Relative energy (zero: lowest compared OMol25 entry of this formula, charge and spin) (kcal per mole): 130.1
Max |F| (Eh/bohr): 0.188
LUMO (eV): -1.59



ORCA calculation (ωB97M-V/def2-TZVPD) on an isolated molecule of C4H3N3O at a distorted geometry.

The geometry in XYZ format:
```
11
Properties=species:S:1:pos:R:3:forces:R:3
O -2.400023 -0.383957 0.749596 0.43 0.35 -0.38
N 1.685753 -0.722663 0.551130 -1.69 -1.04 0.19
N -0.582724 -1.367036 -0.213031 1.01 -0.26 -0.47
N 1.463761 0.480359 0.689758 0.47 0.19 -0.51
C -1.357929 -0.253037 0.152980 0.04 -0.78 0.76
C 0.677226 -1.503412 -0.184454 0.79 -0.17 0.24
C -0.766544 1.017365 -0.308970 -0.49 -1.24 0.98
C 0.521093 1.200253 -0.069231 0.86 1.38 0.28
H -1.487001 1.767364 -0.498922 -0.21 1.00 -0.79
H 1.211157 -2.366661 -0.609244 -0.73 0.12 -0.06
H 1.035235 2.131420 -0.259616 -0.48 0.46 -0.24
```
Positions in Å, forces in eV/Å.

Output
Frontier orbital gap (eV): 8.7
SMILES: O=c1ccnncn1
Total energy (a.u.): -393.6213
Relative energy (zero: lowest compared OMol25 entry of this formula, charge and spin) (kcal per mole): 61.6
Max |F| (Eh/bohr): 0.039
LUMO (eV): -1.08



ORCA calculation (ωB97M-V/def2-TZVPD) on a structure of composition C4H3N3O at a distorted geometry.

The geometry in XYZ format:
```
11
Properties=species:S:1:pos:R:3:forces:R:3
O 1.781159 0.901241 0.183502 -0.92 -3.35 -2.30
N -0.710242 -1.370716 -0.154624 -2.01 -2.79 1.90
N -1.797789 0.747606 0.035537 1.05 -1.43 0.59
N -0.653206 1.402663 -0.180756 1.31 -2.26 0.57
C 0.431878 -0.756970 -0.122665 -0.45 0.73 -0.90
C 0.463147 0.558629 -0.112453 -2.63 6.26 1.34
C 1.909856 -0.700510 0.004479 1.77 -2.25 2.44
C -1.787501 -0.653956 0.218526 0.27 2.55 -2.45
H -2.839149 -1.043294 0.398206 1.84 0.03 -0.30
H 2.517490 -1.278244 -0.831388 -0.66 2.10 1.81
H 2.096757 -1.028421 1.136748 0.43 0.41 -2.70
```
Positions in Å, forces in eV/Å.

Output
Frontier orbital gap (eV): 9.0
Total energy (a.u.): -393.5571
Relative energy (zero: lowest compared OMol25 entry of this formula, charge and spin) (kcal per mole): 101.9
Max |F| (Eh/bohr): 0.135
LUMO (eV): -0.39



ORCA calculation (ωB97M-V/def2-TZVPD) on an isolated molecule of C4H3N3O at a distorted geometry.

The geometry in XYZ format:
```
11
Properties=species:S:1:pos:R:3:forces:R:3
O 0.056351 0.884524 0.244978 -0.90 -0.25 -0.48
N 1.349095 0.914142 -0.379157 -1.67 -0.85 -1.22
N 0.113964 -1.410013 -0.158463 1.61 -2.08 -0.76
N 1.529780 -1.399136 0.120918 -0.71 1.21 -0.49
C -3.178356 -0.098776 -0.072945 2.09 -0.03 0.91
C -1.972348 -0.405877 -0.156901 -3.75 2.31 0.38
C -0.525758 -0.348155 -0.101161 -0.74 1.03 0.77
C 2.024880 -0.243258 -0.096538 1.70 0.54 2.73
H 2.993941 0.115603 0.349126 -0.03 -1.65 -1.15
H -4.211816 0.288769 0.264886 2.27 -1.20 -1.12
H 1.820269 1.702180 -0.014743 0.13 0.96 0.42
```
Positions in Å, forces in eV/Å.

Output
Frontier orbital gap (eV): 9.2
SMILES: C#CC1=NN=CNO1
Total energy (a.u.): -393.5094
Relative energy (zero: lowest compared OMol25 entry of this formula, charge and spin) (kcal per mole): 131.8
Max |F| (Eh/bohr): 0.086
LUMO (eV): -0.10



ORCA calculation (ωB97M-V/def2-TZVPD) on an isolated molecule of C4H3N3O at a distorted geometry.

The geometry in XYZ format:
```
11
Properties=species:S:1:pos:R:3:forces:R:3
O -2.366157 0.755433 0.719087 -3.29 1.01 3.72
N 0.225816 1.403344 -1.016343 0.21 -0.56 1.15
N -1.226106 -0.968054 -0.375401 -0.43 -1.13 1.13
N -1.001831 1.201696 -1.046513 0.85 -0.13 -0.07
C -1.610793 0.324498 -0.016968 3.96 -0.57 -4.87
C 1.113388 0.813266 0.004753 -2.86 -0.32 -1.30
C 0.973258 -0.434674 0.519018 -0.03 0.45 -1.28
C -0.061347 -1.348087 -0.001378 0.48 1.18 1.30
H 1.807969 -0.858888 1.043901 0.18 -0.15 0.38
H 1.896833 1.499997 0.111619 1.32 0.38 0.64
H 0.248971 -2.388532 0.058227 -0.40 -0.17 -0.81
```
Positions in Å, forces in eV/Å.

Output
Frontier orbital gap (eV): 8.6
SMILES: O=c1ncccnn1
Total energy (a.u.): -393.6285
Relative energy (zero: lowest compared OMol25 entry of this formula, charge and spin) (kcal per mole): 57.1
Max |F| (Eh/bohr): 0.123
LUMO (eV): -0.65



ORCA calculation (ωB97M-V/def2-TZVPD) on an isolated molecule of C4H3N3O at a distorted geometry.

The geometry in XYZ format:
```
11
Properties=species:S:1:pos:R:3:forces:R:3
O -1.373694 -0.407492 2.032194 -0.11 -0.85 1.21
N 1.155364 -0.896848 -0.134674 2.90 2.64 0.14
N -1.499086 0.417682 -0.066633 0.90 -2.74 0.99
N 0.579619 1.358767 -0.843726 3.15 -1.00 1.91
C 0.191900 -1.397293 0.467233 -2.35 -1.44 -0.35
C -0.733769 1.040623 -0.857542 -2.70 1.72 -2.07
C -0.964421 -0.493725 0.920425 0.04 2.04 -0.55
C 1.441226 0.547178 -0.259343 -3.91 -1.95 -2.19
H 2.468919 0.775773 -0.132308 0.69 0.42 0.18
H -1.371130 1.594585 -1.627232 1.41 -0.49 0.65
H 0.105072 -2.539249 0.501605 -0.03 1.65 0.08
```
Positions in Å, forces in eV/Å.

Output
Frontier orbital gap (eV): 9.1
SMILES: O=c1cncncn1
Total energy (a.u.): -393.6565
Relative energy (zero: lowest compared OMol25 entry of this formula, charge and spin) (kcal per mole): 39.5
Max |F| (Eh/bohr): 0.095
LUMO (eV): -0.75



ORCA calculation (ωB97M-V/def2-TZVPD) on an isolated molecule of C4H3N3OS at a distorted geometry.

The geometry in XYZ format:
```
12
Properties=species:S:1:pos:R:3:forces:R:3
S 1.273117 -1.547503 1.550748 -0.22 0.94 -0.22
O -1.502191 1.440519 -0.858439 2.32 -0.18 -0.55
N 0.856659 1.664536 -1.314182 -0.79 0.95 -0.92
N 0.022862 0.095539 0.215233 -2.64 -1.32 -1.28
N 2.001653 1.199580 -1.168071 -1.49 0.95 -1.12
C 1.209595 -0.070479 0.681477 3.77 0.03 2.22
C -0.344432 1.085339 -0.727985 -1.28 -0.14 0.97
C -0.900398 -0.959189 0.456482 -2.38 0.44 -0.35
C -0.414607 -1.901636 1.274380 0.62 -0.04 -0.25
H -0.791516 -2.785525 1.771786 -0.57 0.18 -0.59
H -1.898279 -0.799201 -0.047189 1.21 -0.56 1.01
H 0.487536 2.578021 -1.834240 1.46 -1.25 1.08
```
Positions in Å, forces in eV/Å.

Output
Frontier orbital gap (alpha / beta) (eV): 7.1 / 7.1
Total energy (a.u.): -791.7426
Relative energy (zero: lowest compared OMol25 entry of this formula, charge and spin) (kcal per mole): 110.2
Max |F| (Eh/bohr): 0.085
LUMO (alpha / beta) (eV): -0.62 / -0.62



ORCA calculation (ωB97M-V/def2-TZVPD) on an isolated molecule of C4H3N3OS2 at a distorted geometry.

The geometry in XYZ format:
```
13
Properties=species:S:1:pos:R:3:forces:R:3
S -1.983333 -0.052242 1.331728 -0.18 -0.21 -1.47
S 1.811606 -0.889419 1.212683 0.27 1.12 -0.16
O 1.438993 1.354344 -0.139901 1.19 -0.61 -0.17
N -0.672920 -0.334212 -0.840500 1.26 0.60 -0.99
N -1.890531 -0.748050 -1.141723 -1.61 -0.99 -1.11
N 2.499169 -0.685671 -0.325673 0.64 -1.54 0.85
C -2.705229 -0.715439 -0.164949 -2.37 0.72 1.74
C 2.236360 0.406434 -0.842446 -2.01 0.72 1.50
C 0.820532 0.668963 0.905012 -2.04 -3.61 -3.45
C -0.578525 0.131641 0.332487 1.90 0.71 2.47
H 0.546607 1.176981 1.733845 0.15 2.21 2.64
H 2.327312 0.521982 -1.869112 0.61 1.10 -1.64
H -3.850038 -0.835316 -0.191449 2.20 -0.23 -0.20
```
Positions in Å, forces in eV/Å.

Output
Frontier orbital gap (eV): 9.3
SMILES: C1=NS[C@H](c2nncs2)O1
Total energy (a.u.): -1190.0225
Relative energy (zero: lowest compared OMol25 entry of this formula, charge and spin) (kcal per mole): 0.0
Max |F| (Eh/bohr): 0.105
LUMO (eV): 0.40